Entry 1:
This record from the Open Molecules 2025 dataset describes the molecule C4H4N2S2 in a non-equilibrium geometry. The level of theory is ωB97M-V/def2-TZVPD.

XYZ file:
```
12
Properties=species:S:1:pos:R:3
N -1.36 0.78 -1.35
C -0.42 0.34 -0.49
C 0.81 0.84 -0.16
C 1.43 -0.04 0.79
S 2.87 0.10 1.55
C 0.43 -1.17 1.01
S 0.56 -2.52 1.89
N -0.66 -0.83 0.23
H -2.30 0.51 -1.19
H -1.19 1.70 -1.75
H 1.22 1.78 -0.55
H -1.39 -1.48 0.03
```

Calculated values
SMILES = NC1=CC(=S)C(=S)N1
Max |F| = 0.0237 hartree/bohr
Total energy = -28863.059 eV
HOMO-LUMO gap = 0.2529 Eh
Energy relative to the best compared isomer or geometry (same formula, charge and spin) = 46.29 kJ/mol
Charge = 0
M = 144.22 g/mol
LUMO = -0.047 hartree

Löwdin atomic charge list, values in e, 4 entries: number 1, N, carries 0.16; number 2, C, carries -0.36; number 3, C, carries -0.08; number 4, C, carries -0.81

***

Entry 2:
This record from the Open Molecules 2025 dataset describes a 9-piece molecular cluster, C26H75N13O10 overall in a non-equilibrium geometry. The level of theory is ωB97M-V/def2-TZVPD.

XYZ file:
```
124
Properties=species:S:1:pos:R:3
C -1.70 5.44 0.92
O -1.54 5.00 -0.41
C -0.31 5.35 -0.99
C -0.20 4.65 -2.26
C -0.26 3.11 -2.03
N 1.08 5.01 -2.81
H -2.55 4.93 1.34
H -1.84 6.52 0.97
H -0.77 5.27 1.48
H -0.29 6.46 -1.04
H 0.49 4.94 -0.35
H -1.08 4.89 -2.88
H 0.31 2.94 -1.06
H 0.25 2.57 -2.82
H -1.27 2.72 -1.87
H 1.82 4.48 -2.24
H 1.19 4.62 -3.79
C 5.26 4.07 2.44
O 4.02 3.48 2.67
C 3.26 3.70 3.88
C 1.87 3.07 3.58
C 1.02 3.52 4.82
N 1.84 1.62 3.40
H 6.06 3.80 3.14
H 5.24 5.18 2.26
H 5.64 3.65 1.50
H 3.85 3.41 4.70
H 3.01 4.75 3.99
H 1.69 3.52 2.61
H 1.17 4.61 4.97
H 1.31 3.13 5.77
H -0.12 3.46 4.84
H 2.04 1.16 4.29
H 2.49 1.30 2.65
C 6.50 -0.70 -1.67
O 5.90 -1.06 -0.49
C 4.48 -1.03 -0.47
C 3.94 -1.18 0.96
C 4.65 -2.28 1.68
N 2.49 -1.57 0.85
H 5.98 0.12 -2.13
H 6.50 -1.55 -2.39
H 7.48 -0.41 -1.42
H 4.09 -0.21 -1.10
H 4.11 -1.94 -1.10
H 4.04 -0.17 1.49
H 4.35 -3.20 1.17
H 4.25 -2.34 2.69
H 5.73 -2.13 1.76
H 2.19 -1.84 1.79
H 2.01 -0.74 0.62
C -5.49 0.41 4.36
O -4.25 -0.18 4.12
C -3.16 0.66 4.44
C -2.49 0.08 5.73
C -3.44 0.33 6.92
N -1.24 0.89 5.85
H -5.87 1.19 3.68
H -5.57 0.92 5.33
H -6.21 -0.40 4.48
H -2.39 0.67 3.61
H -3.52 1.66 4.55
H -2.34 -0.99 5.60
H -2.92 0.19 7.82
H -4.27 -0.36 7.04
H -3.95 1.29 6.80
H -0.58 0.75 5.07
H -0.71 0.60 6.62
C -2.47 -1.35 -9.58
O -2.51 -1.55 -8.18
C -1.30 -1.50 -7.42
C -1.56 -2.19 -6.11
N -0.37 -2.12 -5.23
C -0.16 -0.92 -4.49
C 1.27 -1.00 -3.97
O 1.66 0.07 -3.08
C 0.95 0.10 -1.84
H -3.46 -1.37 -9.99
H -1.84 -2.08 -10.06
H -2.13 -0.32 -9.71
H -1.07 -0.46 -7.34
H -0.46 -2.05 -7.89
H -1.85 -3.16 -6.28
H -2.45 -1.62 -5.63
H -0.33 -3.02 -4.75
H -0.96 -0.76 -3.74
H -0.33 -0.13 -5.23
H 1.97 -0.85 -4.82
H 1.57 -1.88 -3.38
H 0.67 -0.89 -1.47
H 0.07 0.72 -1.95
H 1.64 0.58 -1.17
N -3.24 -3.82 2.42
C -3.68 -3.17 1.30
N -3.96 -1.83 1.44
O -3.85 -3.74 0.22
H -2.74 -3.31 3.11
H -2.51 -4.49 2.09
H -3.89 -1.41 2.31
H -4.22 -1.26 0.60
N -0.95 -0.98 1.35
C -1.29 -0.05 0.38
N -0.94 1.21 0.78
O -1.94 -0.36 -0.62
H -1.14 -1.98 1.20
H -0.73 -0.69 2.29
H -1.18 1.98 0.21
H -0.07 1.28 1.34
N 1.48 -4.12 -0.68
C 0.29 -4.44 -0.11
N -0.29 -5.59 -0.65
O -0.11 -3.84 0.91
H 1.85 -3.22 -0.20
H 1.55 -4.18 -1.66
H -1.29 -5.70 -0.70
H 0.31 -5.96 -1.38
N -2.84 -5.22 -2.29
C -1.88 -4.37 -2.76
N -1.63 -3.29 -1.98
O -1.09 -4.68 -3.65
H -3.06 -6.08 -2.78
H -3.48 -4.94 -1.53
H -2.36 -3.11 -1.29
H -0.87 -2.73 -2.31
```

Calculated values
SMILES = COC[C@H](C)N.COC[C@H](C)N.COC[C@H](C)N.COC[C@H](C)N.COCCNCCOC.NC(N)=O.NC(N)=O.NC(N)=O.NC(N)=O
Max |F| = 0.0916 hartree/bohr
Total energy = -68023.567 eV
HOMO-LUMO gap = 0.3049 Eh
Energy relative to the best compared isomer or geometry (same formula, charge and spin) = 131.98 kJ/mol
Charge = 0
M = 729.97 g/mol
LUMO = 0.009 hartree

Löwdin atomic charge list, values in e, 4 entries: number 1, C, carries -0.10; number 2, O, carries -0.20; number 3, C, carries -0.26; number 4, C, carries -0.48

***

Entry 3:
This record from the Open Molecules 2025 dataset describes the molecule CN4O9 in a non-equilibrium geometry. The level of theory is ωB97M-V/def2-TZVPD.

XYZ file:
```
14
Properties=species:S:1:pos:R:3
O 2.11 1.45 -0.67
N 1.98 1.25 0.46
O 2.55 1.44 1.48
O 0.87 0.25 0.86
C -0.29 -0.21 -0.05
N -0.04 -1.45 -1.05
O 1.07 -1.88 -0.96
O -1.02 -1.87 -1.51
N -1.15 -0.85 1.15
O -2.13 -0.14 1.39
O -0.73 -1.90 1.53
N -0.93 1.05 -0.76
O -1.76 0.77 -1.53
O -0.53 2.08 -0.34
```

Calculated values
SMILES = O=[N+]([O-])OC([N+](=O)[O-])([N+](=O)[O-])[N+](=O)[O-]
Max |F| = 0.0930 hartree/bohr
Total energy = -25409.111 eV
HOMO-LUMO gap = 0.3854 Eh
Energy relative to the best compared isomer or geometry (same formula, charge and spin) = 52.38 kJ/mol
Charge = 0
M = 212.03 g/mol
LUMO = -0.053 hartree

Löwdin atomic charge list, values in e, 4 entries: number 1, O, carries 0.20; number 2, N, carries -0.35; number 3, O, carries 0.20; number 4, O, carries 0.01

***

Entry 4:
This record from the Open Molecules 2025 dataset describes the molecule C7H14. The level of theory is ωB97M-V/def2-TZVPD.

XYZ file:
```
21
Properties=species:S:1:pos:R:3
C -1.55 -1.24 0.77
C -0.50 -0.96 -0.28
C 0.92 -0.59 0.09
C 1.35 -0.38 1.53
C 0.04 0.40 -0.63
C -0.43 1.66 0.08
C 0.38 0.65 -2.09
H -1.41 -2.25 1.18
H -2.56 -1.20 0.34
H -1.52 -0.54 1.61
H -0.58 -1.64 -1.13
H 1.69 -1.04 -0.52
H 2.22 0.28 1.58
H 1.63 -1.34 1.99
H 0.56 0.06 2.14
H -1.20 2.17 -0.51
H 0.41 2.36 0.21
H -0.85 1.47 1.07
H 0.66 -0.28 -2.60
H -0.48 1.08 -2.63
H 1.22 1.35 -2.19
```

Calculated values
SMILES = C[C@@H]1[C@H](C)C1(C)C
Max |F| = 0.0033 hartree/bohr
Total energy = -7485.584 eV
HOMO-LUMO gap = 0.3872 Eh
Energy relative to the best compared isomer or geometry (same formula, charge and spin) = 68.52 kJ/mol
Charge = 0
M = 98.19 g/mol
LUMO = 0.039 hartree

Löwdin atomic charge list, values in e, 4 entries: number 1, C, carries -0.06; number 2, C, carries -0.25; number 3, C, carries -0.25; number 4, C, carries -0.06

***

Entry 5:
This record from the Open Molecules 2025 dataset describes a 5-piece molecular cluster, C26H42N7O9 overall in a non-equilibrium geometry. The level of theory is ωB97M-V/def2-TZVPD.

XYZ file:
```
84
Properties=species:S:1:pos:R:3
C -2.22 1.00 3.65
C -1.03 0.95 2.72
C -0.60 -0.49 2.43
C 0.12 -1.18 3.56
C 0.17 -2.71 3.29
N 1.52 -3.13 3.77
C 2.17 -2.00 4.10
N 3.31 -1.99 4.77
N 1.56 -0.87 3.75
C 2.33 0.12 2.93
C 2.91 -0.43 1.64
C 4.14 0.37 1.19
C 3.79 1.69 0.56
C 3.51 2.81 1.34
C 3.16 4.03 0.75
C 3.12 4.14 -0.64
C 3.41 3.03 -1.42
C 3.74 1.81 -0.82
O -1.18 1.70 1.54
C -2.17 1.21 0.64
C -1.61 0.29 -0.41
C -2.03 -1.04 -0.50
C -1.49 -1.90 -1.45
C -0.50 -1.44 -2.32
C -0.08 -0.11 -2.24
C -0.63 0.75 -1.29
H -2.58 2.03 3.70
H -3.02 0.35 3.32
H -1.90 0.71 4.65
H -0.21 1.43 3.25
H -0.01 -0.52 1.52
H -1.48 -1.09 2.23
H -0.45 -1.08 4.48
H -0.60 -3.30 3.76
H 0.11 -2.91 2.22
H 1.51 -3.77 4.55
H 3.54 -1.18 5.31
H 3.95 -2.76 4.76
H 1.70 0.98 2.74
H 3.15 0.47 3.55
H 3.17 -1.49 1.74
H 2.19 -0.36 0.84
H 4.82 0.54 2.02
H 4.67 -0.22 0.45
H 3.56 2.75 2.42
H 2.94 4.87 1.38
H 2.87 5.08 -1.09
H 3.39 3.10 -2.49
H 3.96 0.96 -1.44
H -3.00 0.71 1.14
H -2.58 2.07 0.15
H -2.79 -1.40 0.17
H -1.83 -2.92 -1.50
H -0.07 -2.11 -3.04
H 0.68 0.24 -2.91
H -0.29 1.77 -1.22
C -5.35 4.61 -1.27
N -4.83 3.24 -1.01
O -5.34 2.60 -0.11
O -3.92 2.85 -1.71
H -6.15 4.81 -0.56
H -4.52 5.30 -1.14
H -5.70 4.64 -2.29
C 0.15 -3.94 -6.76
N 0.83 -3.17 -5.69
O 0.78 -1.96 -5.73
O 1.41 -3.80 -4.83
H -0.31 -3.24 -7.44
H 0.91 -4.54 -7.26
H -0.59 -4.57 -6.28
C 3.45 -0.49 -8.05
N 3.22 -1.48 -9.14
O 2.12 -2.00 -9.21
O 4.14 -1.71 -9.88
H 2.54 -0.40 -7.47
H 4.27 -0.87 -7.45
H 3.72 0.45 -8.51
C -6.33 -0.45 4.44
N -5.45 -1.34 5.24
O -4.27 -1.38 4.96
O -5.97 -1.97 6.13
H -5.73 0.05 3.69
H -7.10 -1.08 3.99
H -6.79 0.26 5.12
```

Calculated values
Max |F| = 0.0309 hartree/bohr
Total energy = -56485.010 eV
HOMO-LUMO gap = 0.3136 Eh
Energy relative to the best compared isomer or geometry (same formula, charge and spin) = 0.00 kJ/mol
Charge = +1
M = 596.66 g/mol
LUMO = -0.092 hartree

Löwdin atomic charge list, values in e, 4 entries: number 1, C, carries -0.02; number 2, C, carries -0.39; number 3, C, carries -0.10; number 4, C, carries -0.20

***

Entry 6:
This record from the Open Molecules 2025 dataset describes H10NaO17S3 as an isolated structure in a non-equilibrium geometry. The level of theory is ωB97M-V/def2-TZVPD.

XYZ file:
```
31
Properties=species:S:1:pos:R:3
Na -0.52 0.07 -0.80
S 3.69 -0.30 -5.57
O 2.72 -0.21 -4.44
O 3.55 -1.61 -6.12
O 3.43 0.70 -6.60
O 5.03 -0.12 -5.17
S -2.83 -4.26 -2.11
O -4.19 -4.69 -2.35
O -1.89 -5.38 -2.11
O -2.45 -3.43 -3.27
O -2.76 -3.40 -0.95
S 1.22 0.80 4.92
O 1.96 -0.42 4.79
O 2.21 1.90 5.09
O 0.53 1.01 3.65
O 0.33 0.75 6.08
O -3.78 2.30 -1.12
H -4.39 2.54 -0.42
H -4.34 2.06 -1.85
O -3.24 -0.93 2.72
H -3.11 -1.47 1.94
H -2.48 -0.36 2.74
O -1.17 4.73 1.86
H -1.00 4.89 0.93
H -0.68 3.94 2.06
O 2.75 3.19 0.43
H 2.33 2.77 1.18
H 3.06 4.03 0.76
O 2.03 -2.80 0.93
H 2.05 -3.76 0.97
H 1.96 -2.53 1.84
```

Calculated values
Max |F| = 0.1212 hartree/bohr
Total energy = -71878.480 eV
HOMO-LUMO gap = 0.0817 Eh
Energy relative to the best compared isomer or geometry (same formula, charge and spin) = 298.50 kJ/mol
Charge = -5
M = 401.25 g/mol
LUMO = 0.281 hartree

Löwdin atomic charge list, values in e, 4 entries: number 1, Na, carries 0.90; number 2, S, carries -0.02; number 3, O, carries -0.50; number 4, O, carries -0.47

***

Entry 7:
This record from the Open Molecules 2025 dataset describes the molecule C3H5NOS in a non-equilibrium geometry. The level of theory is ωB97M-V/def2-TZVPD.

XYZ file:
```
11
Properties=species:S:1:pos:R:3
C -1.58 0.07 -0.04
C 2.62 0.54 0.00
C -0.22 0.59 0.09
N -1.79 -1.31 0.18
O -2.49 0.90 -0.12
S 1.22 -0.34 0.10
H 2.55 1.69 -0.11
H 3.47 -0.17 0.11
H 0.02 1.66 0.33
H -1.17 -1.99 -0.25
H -2.63 -1.67 -0.31
```

Calculated values
Max |F| = 0.0576 hartree/bohr
Total energy = -17562.375 eV
HOMO-LUMO gap (spin up / spin down) = 0.2743 / 0.2807 Eh
Energy relative to the best compared isomer or geometry (same formula, charge and spin) = 279.05 kJ/mol
Charge = 0
M = 103.15 g/mol
LUMO (spin up / spin down) = -0.028 / -0.023 hartree

Löwdin atomic charge list, values in e, 4 entries: number 1, C, carries -0.63; number 2, C, carries -0.39; number 3, C, carries -0.37; number 4, N, carries 0.10